Entry from OMol25: C3H2DyO2 as an isolated structure in a non-equilibrium geometry (ωB97M-V/def2-TZVPD).

Atoms and positions in Å:
H (2.2544, 0.5061, 2.3299)
O (-1.5561, -0.0188, -1.5142)
H (-2.1579, -0.6361, -1.9531)
C (1.9284, 0.5483, 1.2946)
C (0.8354, 0.4536, 0.6327)
O (0.3673, -0.6162, -0.6878)
C (-0.3289, -0.3794, -1.7312)
Dy (-1.3426, 0.1426, 1.6290)

Summary:
- Charge: +2
- Kohn-Sham gap (spin up / spin down): 7.9615 / 7.4762 eV
- 2S+1: 7
- HOMO energy (spin up / spin down): -0.68982 / -0.67156 hartree

Entry from OMol25: C3H2EuO3 as an isolated structure in a non-equilibrium geometry (ωB97M-V/def2-TZVPD).

Atoms and positions in Å:
H (1.0462, -2.1433, 0.0209)
O (1.3536, -0.3361, -1.0055)
C (0.8262, -1.0688, 0.0013)
C (0.1866, -0.4638, 1.0419)
C (-2.7139, 1.2590, -0.9137)
O (0.2567, 0.8767, 1.1995)
O (-1.7778, 1.2326, -1.5574)
Eu (0.9128, 1.7663, -0.6750)
H (-0.0904, -1.1226, 1.8878)

Summary:
- Charge: 0
- Kohn-Sham gap (spin up / spin down): 5.1458 / 5.1615 eV
- 2S+1: 8
- HOMO energy (spin up / spin down): -0.22006 / -0.22140 hartree

Entry from OMol25: a 2-piece molecular cluster, C3H2F2 overall in a non-equilibrium geometry (ωB97M-V/def2-TZVPD).

Atoms and positions in Å:
C (0.7560, -1.1748, 0.2286)
C (-0.3395, -1.6519, 0.1706)
C (-0.4914, 1.7649, 0.1191)
F (0.7621, 1.8420, -0.2449)
F (-1.1973, 1.9972, -0.9656)
H (1.6199, -0.6251, 0.2372)
H (-1.1098, -2.1523, 0.4550)

Summary:
- Charge: 0
- Kohn-Sham gap (spin up / spin down): 9.4268 / 8.4799 eV
- 2S+1: 3
- HOMO energy (spin up / spin down): -0.30283 / -0.40169 hartree

Entry from OMol25: a 2-piece molecular cluster, C3H2F3N overall in a non-equilibrium geometry (ωB97M-V/def2-TZVPD).

Atoms and positions in Å:
C (-0.5505, 0.2176, 0.0886)
C (-1.2479, 0.1963, 1.3937)
C (1.2495, -0.3212, -1.3040)
N (-1.4807, 1.1199, 0.1673)
F (2.0445, -1.0051, -0.5240)
F (0.8949, -0.9594, -2.3677)
F (1.8551, 0.8639, -1.5417)
H (-2.0146, -0.5382, 1.6649)
H (-0.7504, 0.4262, 2.4228)

Summary:
- Charge: 0
- Kohn-Sham gap (spin up / spin down): 8.7742 / 8.7722 eV
- 2S+1: 1
- HOMO energy (spin up / spin down): -0.35852 / -0.35851 hartree

Entry from OMol25: C3H2F3N4O2 as an isolated structure in a non-equilibrium geometry (ωB97M-V/def2-TZVPD).

Atoms and positions in Å:
C (1.9716, -0.9061, 0.2910)
C (-0.1948, 0.1812, -0.5501)
C (1.2839, 0.5303, -0.2315)
N (-0.6089, -1.2513, -0.3421)
N (-1.5007, -1.5180, 0.3633)
N (-1.1602, 0.9126, 0.1836)
N (-1.7014, 0.1881, 1.0647)
O (3.1547, -0.7842, 0.5615)
O (1.1775, -1.8830, 0.3211)
F (-0.3934, 0.3721, -1.9443)
F (-2.3045, 1.3491, -0.9905)
F (-2.7010, 0.6849, 1.8420)
H (1.4465, 1.1689, 0.5963)
H (1.5306, 0.9554, -1.1650)

Summary:
- Charge: -1
- Kohn-Sham gap (spin up / spin down): 8.6488 / 8.6492 eV
- 2S+1: 1
- HOMO energy (spin up / spin down): -0.19229 / -0.19231 hartree

Entry from OMol25: a 2-piece molecular cluster, C3H2F4 overall in a non-equilibrium geometry (ωB97M-V/def2-TZVPD).

Atoms and positions in Å:
C (0.7712, 0.8877, -0.0796)
C (0.4929, 0.9241, 1.2085)
C (-0.7143, -1.0784, -0.9701)
F (0.9889, 1.6424, 2.1934)
F (-0.2596, -0.0042, 1.7959)
F (0.1764, -2.0246, -0.7040)
F (-0.7753, -0.6400, -2.2258)
H (0.8949, 1.4077, -0.9743)
H (-1.5751, -1.1146, -0.2440)

Summary:
- Charge: 0
- Kohn-Sham gap (spin up / spin down): 9.8516 / 8.3018 eV
- 2S+1: 1
- HOMO energy (spin up / spin down): -0.34748 / -0.32387 hartree

Entry from OMol25: a 2-piece molecular cluster, C3H2F4O overall in a non-equilibrium geometry (ωB97M-V/def2-TZVPD).

Atoms and positions in Å:
O (1.2292, -1.5016, -1.0432)
C (1.9386, -0.8293, -0.1676)
F (1.3601, 0.4390, 0.1117)
F (3.1325, -0.6574, -0.6744)
F (2.0187, -1.3216, 1.0645)
H (0.2185, -1.3984, -0.8962)
C (-2.8029, 0.1925, -0.8853)
C (-1.9772, -0.1645, -0.0472)
F (-0.7748, -0.5817, 0.3866)
H (-3.7629, 0.5020, -1.1707)

Summary:
- Charge: 0
- Kohn-Sham gap: 11.4049 eV
- 2S+1: 1
- SMILES: OC(F)(F)F.C#CF
- HOMO energy: -0.41674 hartree

Entry from OMol25: a 2-piece molecular cluster, C3H2F4O overall in a non-equilibrium geometry (ωB97M-V/def2-TZVPD).

Atoms and positions in Å:
C (-1.6820, -1.3358, 0.0486)
C (2.4561, 0.3103, -0.6471)
C (-1.6753, -0.0249, 0.1343)
O (2.2086, 1.5361, -0.7245)
F (-2.0396, -2.1687, 1.0523)
F (2.9356, -0.0325, 0.6211)
F (-1.9811, 0.8517, 1.1731)
F (-1.3922, 0.6716, -0.9411)
H (-1.2919, -1.9714, -0.7780)
H (2.4618, 2.1636, 0.0613)

Summary:
- Charge: 0
- Kohn-Sham gap: 10.6399 eV
- 2S+1: 1
- HOMO energy: -0.37503 hartree

Entry from OMol25: an isolated molecule of C3H2FIN2 in a non-equilibrium geometry (ωB97M-V/def2-TZVPD).

Atoms and positions in Å:
F (0.1116, 2.1911, -1.3033)
C (0.0617, 1.1903, -0.5089)
N (0.0663, 1.2598, 0.8057)
C (0.0963, 0.0605, 1.3176)
N (-0.0146, -0.9282, 0.3336)
C (-0.0235, -0.2699, -0.9270)
I (-0.2912, -1.3450, -2.6760)
H (0.2197, -0.3085, 2.3454)
H (-0.2263, -1.8501, 0.6129)

Summary:
- Charge: 0
- Kohn-Sham gap: 8.6114 eV
- 2S+1: 1
- SMILES: Fc1nc[nH]c1I
- HOMO energy: -0.30376 hartree

Entry from OMol25: a 2-piece molecular cluster, C3H2FN overall in a non-equilibrium geometry (ωB97M-V/def2-TZVPD).

Atoms and positions in Å:
C (0.8225, 1.7726, 0.3239)
C (-0.3842, -1.9784, 0.0632)
C (-0.1651, 1.2864, -0.0989)
N (0.4469, -1.6152, -0.6492)
F (-1.2444, 0.8557, -0.6841)
H (1.7744, 1.8955, 0.5331)
H (-1.2501, -2.2166, 0.5119)

Summary:
- Charge: 0
- Kohn-Sham gap (spin up / spin down): 5.4969 / 8.1218 eV
- 2S+1: 3
- HOMO energy (spin up / spin down): -0.16587 / -0.40475 hartree

Entry from OMol25: an isolated molecule of C3H2FNO (ωB97M-V/def2-TZVPD).

Atoms and positions in Å:
F (-0.2396, -1.8554, -0.6487)
C (0.0201, -0.6178, -0.2652)
C (1.0038, 0.2704, -0.5055)
N (0.7065, 1.4388, 0.1830)
C (-0.4157, 1.1874, 0.7597)
O (-0.9126, -0.0519, 0.5392)
H (1.8854, 0.1835, -1.0766)
H (-1.0224, 1.8188, 1.3853)

Summary:
- Charge: 0
- Kohn-Sham gap: 10.5591 eV
- 2S+1: 1
- SMILES: Fc1cnco1
- HOMO energy: -0.35310 hartree

Entry from OMol25: an isolated molecule of C3H2FNO2 in a non-equilibrium geometry (ωB97M-V/def2-TZVPD).

Atoms and positions in Å:
O (-1.6396, 0.3635, -1.1813)
C (-0.6847, 0.0984, -0.2783)
C (-0.5551, -0.5200, 0.9440)
N (0.8626, -0.5635, 1.2036)
C (1.3653, -0.1876, 0.1350)
F (2.6861, 0.1377, -0.0259)
O (0.5985, 0.2934, -0.7590)
H (-1.3297, 1.0550, -1.9042)
H (-1.3034, -0.6769, 1.8660)

Summary:
- Charge: 0
- Kohn-Sham gap: 9.5454 eV
- 2S+1: 1
- SMILES: Oc1cnc(F)o1
- HOMO energy: -0.33940 hartree

Entry from OMol25: C3H2FNOS as an isolated structure in a non-equilibrium geometry (ωB97M-V/def2-TZVPD).

Atoms and positions in Å:
C (-0.2236, 1.1240, 0.2315)
C (0.9796, 0.5801, 0.0323)
C (-1.3069, -0.7550, -0.3738)
N (-1.3940, 0.4399, -0.0457)
O (1.5985, -1.9276, 0.5797)
F (-2.2566, -1.5429, -0.7687)
S (1.0987, -1.1346, -0.5376)
H (-0.3891, 2.1206, 0.6103)
H (1.8932, 1.0956, 0.2720)

Summary:
- Charge: 0
- Kohn-Sham gap: 8.3678 eV
- 2S+1: 1
- HOMO energy: -0.33602 hartree

Entry from OMol25: C3H2FO2Rh as an isolated structure in a non-equilibrium geometry (ωB97M-V/def2-TZVPD).

Atoms and positions in Å:
C (1.1248, 0.1762, 0.2627)
C (-2.0653, -0.1702, 0.2526)
O (0.6668, 1.0021, 1.0237)
O (0.1762, -0.7598, -0.2988)
C (-1.0236, -0.9956, 0.3048)
H (-2.9941, -0.3168, 0.8017)
F (-2.0683, 0.9226, -0.5349)
H (-1.1001, -1.8946, 0.9199)
Rh (3.1202, -0.2859, -0.6224)

Summary:
- Charge: 0
- Kohn-Sham gap (spin up / spin down): 6.9080 / 6.0066 eV
- 2S+1: 5
- HOMO energy (spin up / spin down): -0.26203 / -0.34468 hartree

Entry from OMol25: C3H2FO2Sn as an isolated structure in a non-equilibrium geometry (ωB97M-V/def2-TZVPD).

Atoms and positions in Å:
C (1.4779, 0.2714, 0.0227)
C (-1.4089, 0.1990, 0.0962)
O (0.9253, 1.1054, 0.7301)
O (0.6605, -0.6171, -0.6256)
C (-0.5895, -0.8526, -0.0935)
H (-2.1640, 0.2549, 0.8786)
F (-1.5586, 1.1370, -0.8727)
H (-0.6997, -1.7489, 0.5151)
Sn (3.3571, 0.2509, -0.6509)

Summary:
- Charge: +1
- Kohn-Sham gap (spin up / spin down): 5.6787 / 5.6792 eV
- 2S+1: 1
- HOMO energy (spin up / spin down): -0.48487 / -0.48489 hartree

Entry from OMol25: C3H2FO2Y as an isolated structure in a non-equilibrium geometry (ωB97M-V/def2-TZVPD).

Atoms and positions in Å:
F (-2.1636, 1.2087, -0.1268)
O (1.7801, -0.5509, -0.0553)
O (0.0460, 1.5557, 0.0416)
C (0.6540, -1.0746, 0.1884)
C (-0.9660, 0.6760, -0.3505)
C (-0.5118, -0.3356, 0.4816)
H (0.5186, -2.1334, -0.0794)
H (-1.5330, -0.8924, 0.1227)
Y (2.1756, 1.5466, -0.2223)

Summary:
- Charge: +2
- Kohn-Sham gap (spin up / spin down): 6.9973 / 6.9986 eV
- 2S+1: 1
- HOMO energy (spin up / spin down): -0.66749 / -0.66752 hartree

Entry from OMol25: C3H2I2N3ReS4Sb as an isolated structure in a non-equilibrium geometry (ωB97M-V/def2-TZVPD).

Atoms and positions in Å:
Re (-0.1829, -0.3292, 0.2904)
S (-2.2941, -3.7616, 2.2310)
Sb (-1.0348, -3.5932, 0.4175)
S (-1.7084, -1.5008, -0.8509)
S (0.9726, -2.1254, 0.9542)
S (-0.4266, -5.1466, -1.0417)
I (2.1474, 1.4022, 0.4511)
C (0.9425, 2.9394, -0.3618)
I (-0.7273, 2.0766, -1.3324)
H (1.5251, 3.4918, -1.0852)
H (0.5824, 3.5476, 0.4553)
N (-4.5381, 2.7534, 3.8325)
C (-3.6227, 2.0768, 3.6434)
N (-2.5467, 1.3165, 3.4906)
C (-1.8222, 0.9459, 2.5821)
N (-1.0079, 0.5901, 1.7903)

Summary:
- Charge: 0
- Kohn-Sham gap (spin up / spin down): 6.3378 / 5.7048 eV
- 2S+1: 4
- HOMO energy (spin up / spin down): -0.31195 / -0.31538 hartree

Entry from OMol25: an isolated molecule of C3H2INO2 in a non-equilibrium geometry (ωB97M-V/def2-TZVPD).

Atoms and positions in Å:
C (-0.1338, 1.0530, 0.3387)
C (0.1809, -0.1557, 0.1523)
C (2.7149, 0.4325, -0.0292)
N (2.3148, 1.5829, 0.0055)
O (1.0414, 2.0027, 0.1491)
O (-0.3380, -1.2994, 0.2424)
I (4.5905, -0.2813, -0.0385)
H (-0.9077, 1.8884, 0.4022)
H (0.2044, -2.0448, 0.3684)

Summary:
- Charge: 0
- Kohn-Sham gap (spin up / spin down): 7.9336 / 7.5926 eV
- 2S+1: 1
- HOMO energy (spin up / spin down): -0.32606 / -0.31215 hartree

Entry from OMol25: C3H2InLiO3 as an isolated structure in a non-equilibrium geometry (ωB97M-V/def2-TZVPD).

Atoms and positions in Å:
C (-0.8347, 1.2370, 0.5975)
C (-1.7975, 1.3173, -0.3023)
O (-2.6272, 1.3517, -1.1122)
H (0.0267, 1.8980, 0.4997)
H (-1.0150, 0.6629, 1.5069)
O (0.6769, -1.5258, -1.2783)
C (1.1442, -1.1205, -0.2997)
O (1.6251, -0.8644, 0.7208)
In (2.7628, -0.3886, 2.5212)
Li (0.0387, -2.5677, -2.8536)

Summary:
- Charge: +3
- Kohn-Sham gap (spin up / spin down): 9.4536 / 5.6840 eV
- 2S+1: 2
- HOMO energy (spin up / spin down): -0.80130 / -0.80124 hartree

Entry from OMol25: C3H2Li2NdO3 as an isolated structure in a non-equilibrium geometry (ωB97M-V/def2-TZVPD).

Atoms and positions in Å:
C (-0.5097, -1.4425, 1.1565)
C (-0.6459, -1.2958, -0.1503)
O (-0.3690, -1.6351, 2.3093)
H (-1.6372, -1.1187, -0.5424)
H (-0.0525, -1.9191, -0.8037)
Nd (2.8875, 1.0872, 4.1963)
Li (0.5221, -1.3360, 4.0134)
O (0.0895, 0.9794, -2.0597)
C (-0.1780, 2.1129, -1.8865)
O (-0.5410, 3.0870, -2.4173)
Li (0.4342, 1.4808, -3.8157)

Summary:
- Charge: +2
- Kohn-Sham gap (spin up / spin down): 2.8957 / 2.6649 eV
- 2S+1: 5
- HOMO energy (spin up / spin down): -0.41841 / -0.41069 hartree

M readings, ordered: 232.55 238.01 76.05 109.05 183.07 114.04 130.04 130.04 211.97 71.05 87.05 103.05 119.12 191.95 207.76 177.95 770.11 210.96 207.80 244.17 g mol⁻¹
Calculated total energy readings, ordered: -31295.4298 -28612.8818 -8570.5527 -12780.5344 -21345.7141 -14007.9879 -16057.6865 -16056.9960 -16940.5650 -7340.5079 -9397.4886 -11444.1385 -20230.0306 -12956.4806 -15775.5068 -10975.6002 -75821.8305 -16821.5979 -14631.8636 -24953.4257 eV